Entry 1:
The following is a DFT calculation (wB97M-V/def2-TZVPD) of a molecular structure, C56H38N4PdTe.

Each line ends with the Mulliken charge.
Element x y z (Å)
Pd -0.04670 -0.13280 -1.17026  1.02
C 5.27063 5.44781 -1.16147  -0.43
C 5.03287 4.67940 -2.29224  -0.77
C 4.07512 3.67606 -2.26060  -0.17
C 3.34848 3.42772 -1.10004  -0.91
C 3.58683 4.20612 0.02635  0.25
C 4.54332 5.21108 -0.00364  -0.75
C 2.31957 2.34320 -1.07933  1.05
C 2.75664 1.02822 -1.09812  0.61
C 4.14963 0.63257 -1.10190  -1.45
C 4.17771 -0.71300 -1.08966  -1.51
C 2.80323 -1.16660 -1.06231  0.27
N 1.97054 -0.08691 -1.07205  0.20
C 2.42730 -2.49896 -1.01368  1.40
C 1.10748 -2.93513 -1.02896  0.42
C 0.70684 -4.31566 -0.89691  -1.45
C -0.64067 -4.34260 -0.94507  -1.44
C -1.08197 -2.97665 -1.09563  0.27
C -2.41632 -2.59594 -1.19925  1.84
C -3.44828 -3.67562 -1.14193  -1.01
C -3.73786 -4.31379 0.05939  0.04
C -4.69392 -5.31736 0.10947  -0.84
C -5.37140 -5.69474 -1.04141  -0.40
C -5.08686 -5.06443 -2.24427  -0.80
C -4.13033 -4.06052 -2.29174  0.15
C -2.84793 -1.28864 -1.34620  0.10
N -2.06476 -0.17187 -1.34884  0.15
C -2.89692 0.90735 -1.40941  0.43
C -2.52188 2.23872 -1.33955  1.30
C -3.59424 3.28058 -1.35347  -0.76
C -3.76221 4.11515 -2.45364  0.09
C -4.74856 5.09037 -2.45387  -0.86
C -5.57695 5.24368 -1.35107  -0.39
C -5.41453 4.41705 -0.24858  -0.96
C -4.43080 3.43864 -0.25303  0.01
C -1.20368 2.67195 -1.22567  0.27
C -0.81661 4.05672 -1.12216  -1.49
C 0.52881 4.08582 -1.04557  -1.51
C 0.98246 2.71842 -1.08016  0.57
N -0.09199 1.88126 -1.18902  0.05
C -4.26838 0.44713 -1.50604  -1.45
C -4.23999 -0.89665 -1.45224  -1.41
N -0.00098 -2.14920 -1.15151  -0.02
C 3.49974 -3.53587 -0.93563  -0.75
C 3.71739 -4.40804 -1.99806  0.02
C 4.70547 -5.37822 -1.92580  -0.81
C 5.49013 -5.48782 -0.78606  -0.39
C 5.28327 -4.61896 0.27567  -0.79
C 4.29577 -3.64784 0.19978  -0.12
H 6.01667 6.23108 -1.18364  0.38
H 5.58758 4.86244 -3.20286  0.39
H 3.88156 3.07916 -3.14316  0.48
H 3.01523 4.01795 0.92728  0.45
H 4.72065 5.80899 0.88043  0.42
H 4.98656 1.30864 -1.11637  0.53
H 5.03923 -1.35797 -1.10585  0.53
H 1.37944 -5.14734 -0.78150  0.55
H -1.28585 -5.20138 -0.89029  0.51
H -3.21060 -4.01522 0.95753  0.58
H -4.91252 -5.80399 1.05089  0.40
H -6.11790 -6.47674 -0.99981  0.38
H -5.60364 -5.35428 -3.14942  0.39
H -3.90093 -3.57002 -3.22958  0.45
H -3.11567 3.99287 -3.31302  0.47
H -4.87228 5.72953 -3.31811  0.40
H -6.34671 6.00398 -1.34940  0.39
H -6.05262 4.53250 0.61776  0.40
H -4.30097 2.79120 0.60606  0.50
H -1.49732 4.88954 -1.11138  0.57
H 1.16982 4.94654 -0.97015  0.56
H -5.12893 1.08563 -1.60490  0.54
H -5.07453 -1.57575 -1.48215  0.53
H 3.10501 -4.32029 -2.88662  0.47
H 4.86458 -6.04765 -2.76059  0.39
H 6.26030 -6.24460 -0.72487  0.38
H 5.89043 -4.70038 1.16799  0.39
H 4.13226 -2.97076 1.02926  0.46
Te -1.03024 -0.17872 1.86834  0.56
C -0.10467 1.62701 2.40508  0.05
C -0.81312 2.81598 2.27381  -0.15
C -0.22067 4.02555 2.61309  -0.62
C 1.07011 4.04912 3.11635  -0.48
C 1.77948 2.86236 3.25295  -0.66
C 1.20371 1.65811 2.87812  -0.36
C -0.54434 -1.24999 3.60530  0.06
C 0.65431 -1.95935 3.63966  -0.27
C 0.99999 -2.70461 4.75875  -0.66
C 0.14060 -2.75920 5.84592  -0.43
C -1.06140 -2.06739 5.81260  -0.53
C -1.40437 -1.31464 4.69798  -0.48
H -1.83317 2.80114 1.90931  0.41
H -0.77801 4.94560 2.49408  0.41
H 1.52678 4.98950 3.39793  0.41
H 2.79151 2.87546 3.63623  0.42
H 1.77393 0.74375 2.96732  0.44
H 1.30931 -1.94604 2.77706  0.55
H 1.93281 -3.25271 4.77462  0.39
H 0.40823 -3.34450 6.71573  0.38
H -1.73527 -2.11172 6.65816  0.38
H -2.33892 -0.76963 4.68355  0.40

Output
E_LUMO = -0.9 eV
Molecular weight = 1001.0 g/mol
Relative energy (zero: lowest compared OMol25 entry of this formula, charge and spin) = 0.0 kJ/mol
E_tot = -75424.229 eV
Spin multiplicity = 1



Entry 2:
The following is a DFT calculation (wB97M-V/def2-TZVPD) of a molecular structure, C16H29AlClF5GaKLiN2O9S.

Each line ends with the Mulliken charge.
Element x y z (Å)
C -3.92643 2.14126 1.56443  -1.17
C -3.63870 1.09646 0.47483  -0.10
C -2.17136 0.70062 0.25498  1.04
C -1.52119 1.31315 -1.02399  -0.61
O -0.41078 2.17417 -0.78508  -0.38
Ga -0.66663 3.57760 0.42789  0.56
C 0.51717 5.19028 -0.07373  -1.67
C -0.06964 2.79461 2.20190  -1.23
C 1.14678 1.85349 1.84084  -1.28
F 0.73619 0.53379 1.71062  -0.05
H -3.03010 2.53062 2.04773  0.15
H -4.41381 3.00711 1.11350  0.24
H -4.62963 1.77249 2.30889  0.37
H -4.15089 0.17892 0.76986  0.02
H -4.07186 1.38548 -0.48070  0.41
H -2.17974 -0.38915 0.14390  -0.72
H -1.53939 0.86778 1.12883  -0.32
H -1.12351 0.49934 -1.62772  0.31
H -2.29486 1.79914 -1.62033  0.33
H -2.16154 4.10356 0.44339  -0.35
H 0.84752 5.71844 0.81075  0.29
H -0.11964 5.86686 -0.66163  0.44
H 1.35966 4.89228 -0.70472  0.36
H 0.25076 3.50352 2.98485  0.55
H -0.86777 2.16375 2.57444  0.80
H 1.91454 1.88692 2.64006  0.75
H 1.61814 2.15043 0.90615  0.18
C 0.14841 -2.20669 1.74669  -0.75
N 0.56480 -3.56544 2.14005  1.13
O 0.09581 -3.97939 3.25887  -0.47
O 1.27613 -4.20356 1.45050  -0.43
H -0.51550 -1.79579 2.49543  0.28
H 1.04066 -1.59725 1.64856  0.46
H -0.34672 -2.30004 0.78462  0.29
K 1.11762 1.64626 4.43667  1.04
Li 0.32134 4.58364 -2.16992  0.92
C 0.41606 -0.10315 -4.43499  -0.57
O 0.11301 1.11313 -3.74830  -0.41
H -0.34169 -0.24212 -5.20007  0.27
H 1.39729 -0.05534 -4.91234  0.27
H 0.39015 -0.95520 -3.75031  0.20
H 0.78180 1.23106 -3.06660  0.24
C 3.18209 -1.20882 -1.31338  -0.13
C 4.10354 -0.17766 -1.43498  -0.49
C 5.12892 -0.26670 -2.36195  -0.45
C 5.20734 -1.39459 -3.15446  -0.11
C 4.30558 -2.43474 -3.04649  -0.45
C 3.28369 -2.33746 -2.11557  -0.41
N 6.28586 -1.48401 -4.15905  1.02
O 7.07098 -0.56108 -4.21520  -0.60
O 6.31185 -2.47094 -4.86215  -0.59
H 2.37732 -1.12955 -0.59267  0.39
H 4.01903 0.70134 -0.81025  0.45
H 5.85142 0.52794 -2.46742  0.49
H 4.39538 -3.30515 -3.67823  0.48
H 2.56667 -3.14101 -2.02014  0.42
C -4.41836 -4.33802 1.79873  0.60
F -5.44799 -3.92173 2.52238  -0.18
F -3.58472 -5.04767 2.63552  -0.15
F -4.83635 -5.12395 0.84553  -0.17
S -3.47935 -2.92191 1.12563  1.27
O -3.09918 -2.24092 2.41703  -0.48
O -4.40867 -2.20197 0.33102  -0.54
O -2.37061 -3.52831 0.45127  -0.58
Al -1.98218 -3.91987 3.48222  0.89
Cl -1.17315 -2.79119 5.60927  -0.29
F -1.15157 3.83495 4.96453  -0.78

Output
E_LUMO = -7.9 eV
Molecular weight = 698.7 g/mol
Total charge = +1
E_tot = -150901.866 eV
Spin multiplicity = 1



Entry 3:
The following is a DFT calculation (wB97M-V/def2-TZVPD) of C20H25N3O4S in the gas phase.

Each line ends with the Mulliken charge.
Element x y z (Å)
C -4.21655 -2.84824 0.74704  -1.55
C -4.27248 -1.58868 1.55643  0.43
C -5.29352 -0.66823 1.36816  -0.67
C -5.34557 0.48478 2.13308  -0.46
C -4.38612 0.72952 3.09410  -0.82
C -3.36044 -0.19124 3.29487  0.67
O -2.44334 0.14073 4.26389  -0.57
C -1.48374 -0.82233 4.62841  -0.65
C -0.38250 -1.04715 3.58044  0.57
O 0.24376 -2.08435 3.53572  -0.67
N -0.20965 0.03132 2.78490  -0.08
C 0.69890 0.22088 1.73726  0.65
C 1.67599 -0.71183 1.40454  -0.62
C 2.55582 -0.46001 0.37368  -0.60
C 2.49103 0.72069 -0.37730  0.96
N 3.40401 0.95174 -1.38657  0.13
C 3.93137 -0.13731 -2.18506  -0.85
C 3.80507 0.18805 -3.69188  -0.98
N 2.68677 1.04800 -3.96792  0.10
S 1.23479 0.35774 -4.35551  1.23
C 0.50210 -0.35103 -2.85102  -0.69
O 0.37743 1.41951 -4.78726  -0.68
O 1.51749 -0.72609 -5.24777  -0.70
C 2.68347 2.32686 -3.29086  -0.65
C 3.54426 2.23766 -2.01896  -1.07
C 1.50205 1.64988 -0.03121  -0.19
C 0.62933 1.40388 1.00906  -1.43
C -3.30408 -1.34262 2.52300  -0.06
H -3.19380 -3.20512 0.65240  0.36
H -4.63133 -2.68985 -0.24559  0.39
H -4.80207 -3.62798 1.23528  0.31
H -6.04899 -0.85350 0.61927  0.41
H -6.14134 1.19828 1.98015  0.38
H -4.41067 1.62016 3.70176  0.45
H -1.00832 -0.43054 5.53401  0.35
H -1.94320 -1.78708 4.87220  0.42
H -0.83820 0.80791 2.95609  0.15
H 1.74980 -1.62726 1.96688  0.52
H 3.32623 -1.18600 0.16796  0.50
H 3.37522 -1.04774 -1.95853  0.52
H 4.98875 -0.31208 -1.94079  0.34
H 4.71354 0.67860 -4.05610  0.34
H 3.64747 -0.71954 -4.27385  0.39
H 1.07153 -1.22342 -2.56279  0.27
H -0.50756 -0.63304 -3.11923  0.49
H 0.48909 0.39227 -2.06491  0.03
H 3.07713 3.09909 -3.96314  0.29
H 1.64444 2.57339 -3.06772  0.43
H 3.29267 3.03235 -1.31797  0.45
H 4.59971 2.35505 -2.28867  0.40
H 1.39698 2.57442 -0.57682  0.28
H -0.12479 2.13930 1.25297  0.32
H -2.50795 -2.05980 2.65388  0.42

Output
E_LUMO = 0.5 eV
Molecular weight = 403.5 g/mol
Relative energy (zero: lowest compared OMol25 entry of this formula, charge and spin) = 275.2 kJ/mol
Structure (SMILES) = Cc1cccc(OCC(=O)Nc2ccc(N3CCN(S(C)(=O)=O)CC3)cc2)c1
E_tot = -44641.213 eV
Spin multiplicity = 1



Entry 4:
The following is a DFT calculation (wB97M-V/def2-TZVPD) of a molecular structure, C33H33IrN4O2S4.

Each line ends with the Mulliken charge.
Element x y z (Å)
Ir -0.32715 0.27520 0.16878  4.60
C 2.35161 0.83757 -1.34570  -1.63
N 1.40262 -0.28851 -1.40376  -0.07
C 2.02201 -1.55535 -0.94038  -1.11
C 1.61994 -1.99237 0.44498  0.76
C 2.47621 -2.67724 1.27920  -1.07
C 1.96468 -3.24243 2.44033  -0.44
C 0.61251 -3.12242 2.71260  -0.98
C -0.17064 -2.37655 1.85440  -0.30
N 0.32252 -1.79713 0.75072  -0.21
C 0.84370 -0.43814 -2.76249  -1.75
C -0.59485 -0.90627 -2.80365  0.62
C -1.13833 -1.29084 -4.01981  -1.03
C -2.48204 -1.60990 -4.08450  -0.54
C -3.24244 -1.55786 -2.92493  -0.89
C -2.62603 -1.18565 -1.75027  -0.36
N -1.32571 -0.85601 -1.68923  0.26
C 2.63505 1.29993 0.05979  0.99
C 3.84921 1.87268 0.38894  -0.99
C 4.01036 2.42875 1.64816  -0.54
C 2.95274 2.38976 2.54208  -0.90
C 1.77905 1.77379 2.15421  -0.56
N 1.62478 1.23632 0.93686  -0.20
H 1.90638 1.67820 -1.88169  0.46
H 3.28727 0.58290 -1.85100  0.50
H 3.10947 -1.50923 -1.02666  0.35
H 1.67967 -2.34787 -1.60889  0.61
H 3.51772 -2.79596 1.01121  0.49
H 2.61494 -3.78770 3.11186  0.47
H 0.16903 -3.59473 3.57794  0.47
H -1.22891 -2.23831 2.02996  0.68
H 1.46059 -1.12381 -3.34879  0.59
H 0.88966 0.52877 -3.26623  0.57
H -0.51314 -1.32958 -4.90332  0.54
H -2.92970 -1.90016 -5.02591  0.46
H -4.29499 -1.80231 -2.92523  0.50
H -3.17772 -1.14583 -0.82399  0.61
H 4.65127 1.89467 -0.33742  0.53
H 4.94999 2.88879 1.92470  0.46
H 3.03448 2.82444 3.52839  0.50
H 0.93068 1.68152 2.81433  0.48
C -2.03187 2.30599 3.78985  -0.33
S -2.01492 0.56771 3.40703  0.23
C -1.46028 -0.05140 4.97506  -0.95
O -0.81423 0.35747 2.47484  -1.18
H -2.98268 2.54582 4.26519  0.58
H -1.95387 2.83183 2.83755  -0.44
H -1.19521 2.55267 4.44306  0.46
H -2.13197 0.32668 5.74643  0.49
H -0.44115 0.30129 5.13382  0.30
H -1.49871 -1.13829 4.95221  0.33
O -1.24867 1.84779 -0.25432  -0.68
C -2.37589 2.69429 -0.58538  3.13
C -2.37813 3.82465 0.42135  -1.04
C -1.30744 4.59328 0.77912  -0.29
C -1.64612 5.59793 1.72657  -0.86
C -2.96997 5.56901 2.05099  -0.49
S -3.80077 4.31995 1.23874  0.00
C -3.66893 1.90524 -0.49849  -0.15
C -4.07864 1.11744 0.53769  0.00
C -5.38140 0.58118 0.34846  -0.81
C -5.92896 0.98883 -0.83111  -0.64
S -4.87375 2.00176 -1.70811  -0.06
C -2.13506 3.20470 -1.99051  -1.38
C -1.88088 2.44043 -3.09282  0.04
C -1.75605 3.21062 -4.28052  -1.06
C -1.93046 4.54111 -4.04426  -0.49
S -2.23379 4.86207 -2.39884  -0.05
H -0.31694 4.45099 0.36563  0.57
H -0.94846 6.32162 2.12437  0.47
H -3.50662 6.22788 2.71639  0.49
H -3.47310 0.93322 1.41368  0.30
H -5.89213 -0.05429 1.05869  0.46
H -6.90699 0.75925 -1.22564  0.49
H -1.81522 1.36140 -3.05666  0.68
H -1.56849 2.79889 -5.26230  0.46
H -1.90249 5.35190 -4.75550  0.47

Output
⟨S²⟩ = 6.0137
E_LUMO (spin up / spin down) = -5.0 / -6.6 eV
Molecular weight = 838.1 g/mol
Relative energy (zero: lowest compared OMol25 entry of this formula, charge and spin) = 31.2 kJ/mol
Total charge = +2
E_tot = -90975.437 eV
Spin multiplicity = 5



Number 1: strongest force on any atom 0.50 eV Å⁻¹. Number 2: strongest force on any atom 4.33 eV Å⁻¹. Number 3: strongest force on any atom 0.99 eV Å⁻¹. Number 4: strongest force on any atom 0.54 eV Å⁻¹.